Density functional theory data (wB97M-V/def2-TZVPD) for a 13-piece molecular cluster, C38H99N8O36P5 overall at a distorted geometry.

## Properties
molar mass = 1399.100 g mol⁻¹
ΔE to the lowest compared entry with this formula, charge and spin = 0.00 kJ/mol
largest force on an atom = 1.4 eV/Å
frontier orbital gap = 10.1 eV
total energy = -6360.567131 Eh

Each atom is followed by the atoms it is bonded to, with distances in Å.
CARTESIAN COORDINATES (ANGSTROEM)
1 C 1.38544 0.75151 -3.68119  C2 1.520, H12 1.092, H13 1.090, H14 1.088
2 C 1.62112 -0.69956 -4.06805  C1 1.520, O3 1.446, H15 1.092, H16 1.088
3 O 2.31647 -1.38919 -3.00424  C2 1.446, P4 1.576
4 P 3.85167 -1.71750 -3.14563  O3 1.576, O5 1.455, O6 1.578, O9 1.592
5 O 4.27736 -2.34705 -4.38686  P4 1.455
6 O 4.20027 -2.48212 -1.81052  P4 1.578, C7 1.440
7 C 3.65696 -2.01955 -0.55940  O6 1.440, C8 1.519, H17 1.091, H18 1.089
8 C 4.48602 -2.63803 0.55297  C7 1.519, H19 1.087, H20 1.088, H21 1.094
9 O 4.45852 -0.26025 -2.94159  P4 1.592, C10 1.438
10 C 5.88131 -0.06144 -3.00259  O9 1.438, C11 1.497, H22 1.095, H23 1.089
11 C 6.12911 1.31031 -2.45697  C10 1.497, H24 1.094, H25 1.091, H26 1.092
12 H 0.72243 1.22495 -4.40789  C1 1.092
13 H 0.86112 0.77049 -2.72579  C1 1.090
14 H 2.32359 1.29805 -3.60562  C1 1.088
15 H 0.64426 -1.18683 -4.10294  C2 1.092
16 H 2.13753 -0.83256 -5.01630  C2 1.088
17 H 3.63146 -0.93746 -0.42639  C7 1.091
18 H 2.65939 -2.44323 -0.45019  C7 1.089
19 H 4.00664 -2.47750 1.51560  C8 1.087
20 H 4.61956 -3.69713 0.34058  C8 1.088
21 H 5.49860 -2.22333 0.54558  C8 1.094
22 H 6.34756 -0.82071 -2.36553  C10 1.095
23 H 6.25869 -0.18976 -4.01588  C10 1.089
24 H 7.12886 1.68876 -2.69176  C11 1.094
25 H 5.43873 2.04712 -2.87021  C11 1.091
26 H 6.01813 1.42495 -1.37667  C11 1.092
27 C 4.83310 2.70624 -5.76801  C28 1.506, H38 1.088, H39 1.095, H40 1.088
28 C 4.08887 3.98023 -6.06837  C27 1.506, O29 1.442, H41 1.091, H42 1.089
29 O 3.22733 4.19031 -4.93186  C28 1.442, P30 1.587
30 P 2.99994 5.66144 -4.38182  O29 1.587, O31 1.448, O32 1.585, O35 1.572
31 O 2.57809 6.66606 -5.33529  P30 1.448
32 O 2.01212 5.35815 -3.17945  P30 1.585, C33 1.426
33 C 0.76316 4.75656 -3.51367  O32 1.426, C34 1.511, H43 1.093, H44 1.095
34 C -0.15080 4.87736 -2.31690  C33 1.511, H45 1.087, H46 1.093, H47 1.092
35 O 4.34245 6.01459 -3.64442  P30 1.572, C36 1.421
36 C 4.92353 5.18639 -2.64698  O35 1.421, C37 1.495, H48 1.094, H49 1.098
37 C 6.39070 5.09299 -2.91966  C36 1.495, H50 1.092, H51 1.088, H52 1.093
38 H 4.19920 1.82513 -5.69539  C27 1.088
39 H 5.59755 2.53069 -6.53174  C27 1.095
40 H 5.36132 2.84370 -4.82656  C27 1.088
41 H 4.79263 4.81041 -6.14643  C28 1.091
42 H 3.51614 3.91247 -6.99157  C28 1.089
43 H 0.30500 5.18732 -4.40718  C33 1.093
44 H 0.91509 3.69579 -3.73935  C33 1.095
45 H 0.41785 4.81211 -1.39292  C34 1.087
46 H -0.63820 5.85548 -2.29671  C34 1.093
47 H -0.93812 4.12030 -2.33890  C34 1.092
48 H 4.69074 5.55114 -1.64264  C36 1.094
49 H 4.47617 4.18471 -2.61455  C36 1.098
50 H 6.54410 4.66641 -3.91343  C37 1.092
51 H 6.87833 6.06432 -2.86277  C37 1.088
52 H 6.90761 4.41801 -2.23346  C37 1.093
53 C -2.08313 4.21698 2.30738  C54 1.512, H64 1.092, H65 1.088, H66 1.094
54 C -1.00239 3.16323 2.39951  C53 1.512, O55 1.440, H67 1.092, H68 1.090
55 O -1.58883 1.88752 2.72100  C54 1.440, P56 1.562
56 P -0.62338 0.67648 2.92598  O55 1.562, O57 1.461, O58 1.565, O61 1.582
57 O 0.34742 0.85215 4.00302  P56 1.461
58 O -1.59870 -0.53977 3.06241  P56 1.565, C59 1.432
59 C -1.14149 -1.87639 3.29523  O58 1.432, C60 1.506, H69 1.095, H70 1.094
60 C -1.89145 -2.81891 2.39156  C59 1.506, H71 1.097, H72 1.089, H73 1.093
61 O 0.09433 0.43367 1.53686  P56 1.582, C62 1.438
62 C -0.62039 0.05494 0.34750  O61 1.438, C63 1.514, H74 1.092, H75 1.093
63 C 0.28875 -0.90619 -0.38939  C62 1.514, H76 1.096, H77 1.090, H78 1.087
64 H -1.65299 5.20108 2.50529  C53 1.092
65 H -2.59831 4.22024 1.34886  C53 1.088
66 H -2.79646 4.09784 3.12772  C53 1.094
67 H -0.46488 3.11214 1.45022  C54 1.092
68 H -0.22648 3.43463 3.11571  C54 1.090
69 H -0.05762 -1.94925 3.15729  C59 1.095
70 H -1.31495 -2.13422 4.34460  C59 1.094
71 H -1.63544 -2.62332 1.34258  C60 1.097
72 H -1.60264 -3.85602 2.55822  C60 1.089
73 H -2.97167 -2.65911 2.43612  C60 1.093
74 H -1.57354 -0.41595 0.59563  C62 1.092
75 H -0.77656 0.94562 -0.26563  C62 1.093
76 H 1.13935 -0.27406 -0.66769  C63 1.096
77 H 0.69836 -1.68619 0.25185  C63 1.090
78 H -0.10693 -1.32377 -1.31148  C63 1.087
79 C 0.38159 -3.88451 -2.19581  C80 1.512, H90 1.088, H91 1.086, H92 1.091
80 C 0.63121 -5.30209 -2.65910  C79 1.512, O81 1.440, H93 1.094, H94 1.091
81 O 2.04066 -5.51448 -2.86332  C80 1.440, P82 1.586
82 P 2.45645 -6.99207 -3.26402  O81 1.586, O83 1.467, O84 1.573, O87 1.562
83 O 1.90114 -7.99509 -2.34906  P82 1.467
84 O 2.05797 -7.18806 -4.77327  P82 1.573, C85 1.438
85 C 0.77110 -7.68420 -5.18082  O84 1.438, C86 1.511, H95 1.088, H96 1.093
86 C 0.96368 -8.55364 -6.40190  C85 1.511, H97 1.091, H98 1.093, H99 1.091
87 O 4.00908 -6.93793 -3.42222  P82 1.562, C88 1.439
88 C 4.85640 -7.14265 -2.27731  O87 1.439, C89 1.508, H100 1.094, H101 1.088
89 C 4.87842 -5.95018 -1.35482  C88 1.508, H102 1.085, H103 1.092, H104 1.094
90 H -0.66070 -3.82429 -1.88997  C79 1.088
91 H 1.07222 -3.58004 -1.41564  C79 1.086
92 H 0.58878 -3.23801 -3.04936  C79 1.091
93 H 0.30607 -5.99022 -1.87274  C80 1.094
94 H 0.08026 -5.51971 -3.57518  C80 1.091
95 H 0.31005 -8.22110 -4.35409  C85 1.088
96 H 0.16230 -6.83845 -5.50936  C85 1.093
97 H 1.55186 -9.45651 -6.22966  C86 1.091
98 H -0.00608 -8.86745 -6.79702  C86 1.093
99 H 1.48106 -8.00711 -7.19159  C86 1.091
100 H 4.53769 -8.03061 -1.72269  C88 1.094
101 H 5.83884 -7.39760 -2.67043  C88 1.088
102 H 5.09574 -5.03179 -1.88933  C89 1.085
103 H 3.92865 -5.90298 -0.81895  C89 1.092
104 H 5.64518 -6.09915 -0.58835  C89 1.094
105 C -5.17333 0.64578 5.03376  C106 1.511, H116 1.090, H117 1.089, H118 1.088
106 C -4.64200 0.24924 3.67602  C105 1.511, O107 1.451, H119 1.085, H120 1.098
107 O -5.65172 0.46464 2.65702  C106 1.451, P108 1.580
108 P -5.54230 -0.46889 1.38737  O107 1.580, O109 1.463, O110 1.575, O113 1.572
109 O -5.55371 -1.91061 1.63491  P108 1.463
110 O -4.23746 0.00067 0.63989  P108 1.575, C111 1.437
111 C -4.06214 1.37949 0.27344  O110 1.437, C112 1.510, H121 1.091, H122 1.090
112 C -4.28013 1.59973 -1.20435  C111 1.510, H123 1.093, H124 1.094, H125 1.090
113 O -6.70862 0.06106 0.47714  P108 1.572, C114 1.434
114 C -8.06776 0.00470 0.92993  O113 1.434, C115 1.506, H126 1.092, H127 1.095
115 C -8.87756 1.00104 0.14293  C114 1.506, H128 1.091, H129 1.092, H130 1.089
116 H -5.30730 1.71832 5.17102  C105 1.090
117 H -6.13656 0.15779 5.17324  C105 1.089
118 H -4.44874 0.24532 5.73911  C105 1.088
119 H -3.72202 0.70740 3.32886  C106 1.085
120 H -4.42935 -0.81924 3.80922  C106 1.098
121 H -4.71206 2.03430 0.85669  C111 1.091
122 H -3.02686 1.62394 0.50980  C111 1.090
123 H -4.22921 2.66992 -1.42177  C112 1.093
124 H -3.50278 1.09757 -1.78733  C112 1.094
125 H -5.22992 1.23882 -1.59941  C112 1.090
126 H -8.47426 -1.00712 0.87381  C114 1.092
127 H -8.11425 0.25189 1.99587  C114 1.095
128 H -9.17068 0.63827 -0.84346  C115 1.091
129 H -9.81263 1.23254 0.65821  C115 1.092
130 H -8.31878 1.92624 0.01121  C115 1.089
131 C -2.98130 8.13444 -1.25746  N132 1.485, H135 1.091, H136 1.083, H137 1.083
132 N -1.83953 7.71011 -0.40730  C131 1.485, O133 1.207, O134 1.219
133 O -0.73273 7.94896 -0.82534  N132 1.207
134 O -2.09592 7.25468 0.69348  N132 1.219
135 H -3.10759 9.18670 -0.99995  C131 1.091
136 H -3.88625 7.58990 -1.01855  C131 1.083
137 H -2.73060 8.04645 -2.30723  C131 1.083
138 C -4.40340 -3.87577 5.04199  N139 1.496, H142 1.092, H143 1.085, H144 1.079
139 N -4.68305 -3.19162 6.34298  C138 1.496, O140 1.215, O141 1.206
140 O -5.46559 -3.71296 7.11250  N139 1.215
141 O -4.12010 -2.14088 6.52642  N139 1.206
142 H -5.03265 -3.34945 4.32078  C138 1.092
143 H -4.80268 -4.88232 5.10744  C138 1.085
144 H -3.34879 -3.83463 4.81660  C138 1.079
145 C -3.64009 -3.51182 -0.56288  N146 1.487, H149 1.082, H150 1.083, H151 1.087
146 N -4.63850 -2.95714 -1.51534  C145 1.487, O147 1.212, O148 1.214
147 O -5.74127 -3.45681 -1.57519  N146 1.212
148 O -4.26571 -2.02235 -2.19410  N146 1.214
149 H -3.91908 -4.53144 -0.33355  C145 1.082
150 H -3.59724 -2.80328 0.25546  C145 1.083
151 H -2.69721 -3.51622 -1.10381  C145 1.087
152 C 2.15066 -1.08519 5.75399  N153 1.489, H156 1.079, H157 1.087, H158 1.085
153 N 1.17432 -0.37243 6.62407  C152 1.489, O154 1.208, O155 1.216
154 O 1.55456 0.60393 7.22587  N153 1.208
155 O 0.04030 -0.80989 6.66923  N153 1.216
156 H 1.71657 -2.03174 5.47003  C152 1.079
157 H 3.03964 -1.17643 6.37317  C152 1.087
158 H 2.34752 -0.40833 4.92913  C152 1.085
159 C -1.80986 1.67081 6.49324  N160 1.477, H163 1.084, H164 1.088, H165 1.083
160 N -1.83969 3.14727 6.47608  C159 1.477, O161 1.209, O162 1.217
161 O -2.42457 3.68869 7.38562  N160 1.209
162 O -1.35393 3.72712 5.52306  N160 1.217
163 H -2.80765 1.26755 6.62215  C159 1.084
164 H -1.22140 1.31218 7.33503  C159 1.088
165 H -1.34780 1.24202 5.61202  C159 1.083
166 C 0.96275 -7.02796 0.59594  N167 1.483, H170 1.084, H171 1.085, H172 1.086
167 N 0.75701 -5.56214 0.68689  C166 1.483, O168 1.215, O169 1.216
168 O 1.74779 -4.85822 0.69601  N167 1.215
169 O -0.38489 -5.14630 0.71417  N167 1.216
170 H 0.14001 -7.46467 0.04065  C166 1.084
171 H 1.02643 -7.43324 1.60052  C166 1.085
172 H 1.87186 -7.20635 0.02917  C166 1.086
173 C 3.73158 1.07869 2.58131  N174 1.483, H177 1.084, H178 1.082, H179 1.092
174 N 3.26488 2.14599 1.66415  C173 1.483, O175 1.221, O176 1.205
175 O 3.56316 2.05430 0.48361  N174 1.221
176 O 2.62693 3.05250 2.13586  N174 1.205
177 H 3.96955 1.50845 3.54732  C173 1.084
178 H 4.57886 0.55639 2.15645  C173 1.082
179 H 2.85663 0.43070 2.66652  C173 1.092
180 C -3.21072 8.21350 3.49904  N181 1.491, H184 1.081, H185 1.082, H186 1.090
181 N -2.23744 8.14318 4.62604  C180 1.491, O182 1.207, O183 1.214
182 O -2.68938 8.11860 5.74474  N181 1.207
183 O -1.05845 8.10600 4.34081  N181 1.214
184 H -2.67174 8.51062 2.61041  C180 1.081
185 H -4.06039 8.84031 3.73472  C180 1.082
186 H -3.55602 7.19206 3.33602  C180 1.090

Atomic partial charges in e from the Löwdin method, atoms 1 to 4: -0.06, -0.23, -0.20, 0.35